(1)
C30H33F38N13O28S14 | the ωB97M-V functional and the def2-TZVPD basis

Values from the calculation:
Net charge: -4
HOMO energy: -2.910 eV
LUMO energy: 5.39 eV

Atoms and positions in Å:
C  1.521  1.641  -3.710
C  1.542  0.569  -2.637
N  1.357  1.171  -1.309
C  2.261  2.013  -0.606
C  1.547  2.656  0.368
N  0.253  2.213  0.239
C  0.175  1.361  -0.751
C  -0.869  2.612  1.064
H  2.129  2.460  -3.407
H  0.544  2.101  -3.814
H  1.874  1.202  -4.635
H  2.466  -0.023  -2.538
H  0.718  -0.097  -2.845
H  3.318  2.138  -0.827
H  1.947  3.339  1.158
H  -0.635  0.745  -0.937
H  -1.375  3.456  0.617
H  -0.638  2.760  2.124
H  -1.539  1.765  0.940
C  2.773  0.427  3.087
C  1.478  1.084  3.148
N  0.549  0.374  4.081
C  -0.794  0.258  3.878
C  -1.238  -0.661  4.808
N  -0.150  -0.989  5.560
C  0.945  -0.479  5.072
C  -0.148  -1.949  6.691
H  3.383  0.634  3.942
H  3.212  0.676  2.122
H  2.571  -0.625  2.988
H  0.906  0.953  2.231
H  1.557  2.123  3.497
H  -1.338  0.890  3.170
H  -2.255  -1.006  5.044
H  1.906  -0.603  5.529
H  0.840  -2.281  6.950
H  -0.816  -2.739  6.417
H  -0.570  -1.373  7.538
C  -5.905  -1.752  -5.054
C  -4.862  -2.414  -4.228
N  -4.672  -1.953  -2.850
C  -3.646  -2.220  -1.959
C  -3.939  -1.625  -0.753
N  -5.187  -1.047  -0.872
C  -5.601  -1.299  -2.138
C  -5.870  -0.369  0.269
H  -6.907  -2.106  -4.818
H  -5.757  -2.014  -6.119
H  -5.808  -0.677  -5.117
H  -3.881  -2.266  -4.674
H  -4.960  -3.529  -4.123
H  -2.751  -2.743  -2.249
H  -3.438  -1.804  0.181
H  -6.571  -0.954  -2.486
H  -6.144  0.603  0.007
H  -5.153  -0.231  1.074
H  -6.660  -1.020  0.631
N  -1.700  -3.590  2.285
S  -3.260  -3.794  2.536
O  -3.585  -4.078  3.934
O  -3.825  -4.626  1.540
F  -3.762  -2.398  2.209
S  -0.623  -2.517  1.976
O  0.394  -2.639  2.937
O  -1.120  -1.214  1.640
F  0.039  -3.093  0.601
C  7.468  1.073  -2.800
F  8.414  1.218  -3.785
F  6.435  1.826  -3.135
F  7.056  -0.147  -2.684
S  8.085  1.859  -1.254
O  8.969  2.850  -1.774
O  6.885  2.141  -0.599
N  8.837  0.846  -0.445
S  10.403  0.553  -0.549
O  11.058  1.011  -1.767
O  11.120  0.896  0.641
C  10.254  -1.306  -0.730
F  9.269  -1.545  -1.636
F  11.413  -1.733  -1.296
F  10.009  -2.047  0.344
C  7.472  -8.591  0.238
F  8.276  -7.741  -0.440
F  6.998  -9.539  -0.618
F  8.309  -9.158  1.127
S  6.159  -7.652  1.045
O  5.329  -8.723  1.443
O  6.706  -6.856  2.032
N  5.720  -6.875  -0.214
S  4.472  -6.577  -1.112
O  4.978  -6.272  -2.435
O  3.382  -7.525  -0.946
C  3.954  -4.966  -0.250
F  4.795  -4.023  -0.587
F  2.718  -4.567  -0.689
F  3.889  -5.019  1.047
C  -0.067  6.978  1.600
F  -0.725  5.766  1.939
F  0.059  6.930  0.266
F  -0.841  7.902  2.004
S  1.660  7.075  2.321
O  2.559  7.519  1.252
O  1.494  7.899  3.474
N  1.839  5.561  2.542
S  2.751  4.819  3.623
O  2.843  3.474  3.188
O  3.880  5.571  4.093
C  1.656  4.682  5.047
F  2.280  3.852  5.905
F  1.438  5.846  5.582
F  0.519  4.101  4.730
C  -0.050  -5.561  -4.872
F  -1.023  -6.430  -4.696
F  0.762  -5.578  -3.821
F  0.577  -5.830  -6.095
S  -0.937  -3.795  -4.794
O  -2.273  -3.989  -5.288
O  -0.801  -3.357  -3.431
N  -0.158  -3.046  -5.877
S  0.778  -1.895  -6.280
O  1.515  -1.374  -5.201
O  1.446  -2.172  -7.513
C  -0.358  -0.522  -6.591
F  -1.035  -0.306  -5.454
F  0.402  0.506  -6.887
F  -1.137  -0.681  -7.677
C  -7.106  2.343  3.452
F  -7.251  1.035  3.640
F  -7.681  2.684  2.305
F  -7.678  2.934  4.501
S  -5.410  2.814  3.427
O  -4.836  2.154  2.297
O  -5.292  4.216  3.476
N  -5.016  2.023  4.725
S  -3.676  1.706  5.347
O  -3.660  0.272  5.592
O  -2.520  2.368  4.799
C  -3.762  2.381  7.062
F  -4.727  1.776  7.697
F  -2.590  2.091  7.678
F  -3.877  3.721  7.074
C  -3.043  3.840  -4.229
F  -2.751  4.936  -3.524
F  -3.989  4.112  -5.167
F  -1.997  3.413  -4.901
S  -3.818  2.547  -3.129
O  -4.257  1.427  -3.872
O  -2.809  2.390  -2.143
N  -4.964  3.439  -2.655
S  -6.402  2.825  -2.383
O  -6.291  1.419  -2.142
O  -7.234  3.602  -1.542
C  -7.217  3.127  -4.053
F  -7.628  4.384  -4.154
F  -6.367  2.855  -5.031
F  -8.294  2.379  -4.041

---

(2)
C30H33InN5O2P2S | the ωB97M-V functional and the def2-TZVPD basis

Values from the calculation:
Net charge: +3
HOMO energy: -15.807 eV
Relative energy (zero: lowest compared OMol25 entry of this formula, charge and spin): 0.0 kcal/mol
LUMO energy: -8.64 eV

Atoms and positions in Å:
In  -9.756  16.154  4.183
N  -11.015  18.102  3.527
N  -12.062  18.223  4.449
C  -12.626  17.232  5.132
N  -13.782  17.525  5.756
S  -12.000  15.614  5.243
H  -10.337  18.894  3.502
H  -11.357  17.867  2.604
H  -12.630  19.079  4.466
H  -14.059  18.459  6.031
H  -14.259  16.746  6.226
O  -8.498  14.710  5.382
P  -7.383  14.720  6.468
C  -7.294  16.263  7.459
P  -7.691  17.801  6.503
O  -8.579  17.630  5.231
C  -6.058  18.427  6.182
C  -5.596  18.598  4.859
C  -4.332  19.139  4.635
C  -3.465  19.280  5.687
C  -3.880  19.028  7.009
C  -5.186  18.613  7.271
C  -8.544  18.934  7.640
C  -8.206  20.264  7.805
C  -8.855  21.085  8.690
C  -9.874  20.623  9.519
C  -10.236  19.284  9.373
C  -9.586  18.471  8.433
C  -7.698  13.501  7.727
C  -8.930  12.890  7.771
C  -9.196  11.938  8.782
C  -8.329  11.832  9.889
C  -7.079  12.413  9.834
C  -6.762  13.177  8.694
C  -5.841  14.314  5.804
C  -4.685  15.042  6.160
C  -3.466  14.715  5.606
C  -3.345  13.690  4.663
C  -4.460  12.941  4.420
C  -5.714  13.229  4.956
H  -6.280  16.434  7.849
H  -7.988  16.090  8.297
H  -6.206  18.284  3.998
H  -4.023  19.413  3.586
H  -2.551  19.789  5.464
H  -3.115  19.071  7.766
H  -5.509  18.539  8.321
H  -7.307  20.650  7.339
H  -8.643  22.151  8.769
H  -10.312  21.212  10.293
H  -10.989  18.821  10.028
H  -9.883  17.378  8.338
H  -9.634  13.195  7.029
H  -10.092  11.355  8.741
H  -8.723  11.317  10.790
H  -6.292  12.230  10.545
H  -5.770  13.596  8.630
H  -4.718  15.864  6.852
H  -2.604  15.265  5.943
H  -2.364  13.512  4.235
H  -4.395  12.069  3.834
H  -6.575  12.648  4.603
C  -8.061  16.817  0.919
C  -8.884  15.602  1.070
N  -9.670  15.301  2.133
C  -10.232  14.080  1.851
C  -9.790  13.616  0.696
N  -8.966  14.590  0.168
H  -8.522  17.477  0.140
H  -7.081  16.507  0.605
H  -8.060  17.262  1.918
H  -11.010  13.658  2.460
H  -9.942  12.704  0.168
H  -8.454  14.548  -0.731

---

(3)
C30H33N3O5 | the ωB97M-V functional and the def2-TZVPD basis

Values from the calculation:
Net charge: 0
SMILES string: CC(=O)c1cccc(N(C(=O)c2ccco2)[C@@H](C(=O)NC2CCCC2)c2ccc(N3CCOCC3)cc2)c1
HOMO energy: -7.759 eV
Relative energy (zero: lowest compared OMol25 entry of this formula, charge and spin): 0.0 kcal/mol
LUMO energy: 0.32 eV

Atoms and positions in Å:
C  -4.337  -2.966  -0.510
C  -3.177  -2.429  0.292
O  -3.329  -2.024  1.424
C  -1.853  -2.390  -0.377
C  -0.778  -1.896  0.359
C  0.460  -1.709  -0.234
C  0.655  -2.079  -1.560
C  -0.396  -2.625  -2.278
C  -1.647  -2.763  -1.705
H  -2.457  -3.151  -2.301
H  -0.242  -2.915  -3.306
H  1.615  -1.910  -2.023
N  1.485  -1.048  0.481
C  2.713  -1.567  0.733
O  3.638  -0.868  1.126
C  2.875  -3.019  0.588
C  4.047  -3.735  0.617
C  3.685  -5.090  0.468
C  2.325  -5.102  0.368
O  1.827  -3.862  0.438
H  1.623  -5.904  0.251
H  4.341  -5.935  0.442
H  5.029  -3.324  0.728
C  1.369  0.413  0.651
C  -0.065  0.851  0.541
C  -0.686  1.022  -0.692
C  -2.044  1.241  -0.772
C  -2.838  1.282  0.379
C  -2.197  1.180  1.616
C  -0.836  0.968  1.691
H  -0.369  0.870  2.661
H  -2.764  1.253  2.530
N  -4.218  1.336  0.266
C  -4.848  2.330  -0.578
H  -4.216  2.557  -1.435
C  -6.203  1.799  -1.048
O  -7.027  1.479  0.047
C  -6.407  0.514  0.867
C  -5.051  0.990  1.397
H  -4.586  0.169  1.943
H  -5.205  1.849  2.070
H  -7.096  0.327  1.692
H  -6.259  -0.415  0.297
H  -6.737  2.555  -1.625
H  -6.046  0.905  -1.672
H  -5.015  3.260  -0.009
H  -2.502  1.331  -1.745
H  -0.102  0.951  -1.596
C  2.282  1.055  -0.409
O  2.173  0.797  -1.592
N  3.175  1.924  0.089
H  3.328  1.940  1.086
C  4.244  2.484  -0.713
H  3.907  2.410  -1.749
C  5.568  1.724  -0.475
C  6.530  2.729  0.171
H  7.175  3.173  -0.590
H  7.165  2.263  0.923
C  5.623  3.807  0.759
H  5.205  3.470  1.709
H  6.146  4.746  0.931
C  4.521  3.932  -0.289
H  4.889  4.499  -1.145
H  3.622  4.418  0.087
H  5.375  0.880  0.189
H  5.968  1.327  -1.406
H  1.756  0.639  1.652
H  -0.941  -1.634  1.393
H  -4.506  -2.334  -1.379
H  -4.127  -3.978  -0.849
H  -5.231  -2.972  0.110

---

(4)
C30H33N4PdSi | the ωB97M-V functional and the def2-TZVPD basis

Values from the calculation:
Net charge: +1
Spin multiplicity: 3
HOMO energy (alpha / beta): -9.323 / -10.832 eV
⟨S²⟩: 2.0324
LUMO energy (alpha / beta): -3.77 / -6.55 eV

Atoms and positions in Å:
Pd  0.458  0.002  -1.326
C  -4.756  1.492  -4.432
C  -4.433  1.471  -3.080
C  -3.206  0.987  -2.656
C  -2.260  0.511  -3.584
C  -2.611  0.521  -4.948
C  -3.842  0.997  -5.356
N  -1.026  0.012  -3.187
N  -0.359  -0.521  -4.154
C  0.896  -0.976  -4.021
C  1.480  -1.573  -5.183
C  2.753  -2.066  -5.105
C  3.446  -1.941  -3.896
C  2.831  -1.330  -2.822
N  1.566  -0.858  -2.851
H  -5.717  1.895  -4.765
H  -5.151  1.845  -2.335
H  -2.978  0.965  -1.584
H  -1.865  0.132  -5.654
H  -4.088  0.974  -6.428
H  0.885  -1.613  -6.092
H  3.218  -2.553  -5.975
H  4.477  -2.302  -3.774
H  3.356  -1.197  -1.874
C  1.996  -0.425  0.042
Si  1.474  -0.190  1.847
C  0.135  1.159  1.546
N  -0.539  0.941  0.249
C  -1.615  -0.079  0.349
C  -2.921  0.439  0.962
C  -2.890  1.917  1.343
C  -2.276  2.791  0.249
C  -0.986  2.221  -0.361
C  0.679  -1.737  2.586
C  -0.486  -1.669  3.362
C  -1.060  -2.814  3.897
C  -0.472  -4.053  3.684
C  0.694  -4.136  2.937
C  1.263  -2.992  2.397
C  2.764  0.506  3.036
C  3.460  1.679  2.703
C  4.314  2.289  3.613
C  4.495  1.739  4.875
C  3.853  0.553  5.205
C  3.004  -0.062  4.295
H  2.317  -1.463  -0.165
H  2.821  0.260  -0.232
H  0.615  2.160  1.526
H  -0.598  1.203  2.379
H  -1.195  -0.916  0.927
H  -1.775  -0.460  -0.667
H  -3.166  -0.171  1.853
H  -3.758  0.258  0.252
H  -2.359  2.063  2.310
H  -3.921  2.257  1.550
H  -2.072  3.807  0.654
H  -3.011  2.945  -0.566
H  -0.141  2.937  -0.249
H  -1.096  2.039  -1.435
H  -0.963  -0.694  3.566
H  -1.970  -2.721  4.495
H  -0.919  -4.956  4.105
H  1.178  -5.096  2.760
H  2.196  -3.068  1.815
H  3.338  2.135  1.706
H  4.846  3.205  3.323
H  5.134  2.251  5.606
H  4.021  0.083  6.180
H  2.514  -1.005  4.572

---

(5)
C30H33N6O3PS2Ta | the ωB97M-V functional and the def2-TZVPD basis

Values from the calculation:
Net charge: +3
HOMO energy: -15.296 eV
Relative energy (zero: lowest compared OMol25 entry of this formula, charge and spin): 51.1 kcal/mol
LUMO energy: -9.58 eV

Atoms and positions in Å:
Ta  1.326  -0.439  -0.921
C  -1.089  2.666  1.800
C  -0.413  2.093  0.606
N  -0.404  0.801  0.392
N  -1.167  0.047  1.252
C  -1.021  -1.206  1.287
S  0.249  -2.155  0.373
S  -1.919  -2.370  2.194
C  -3.442  -1.722  3.053
C  -3.664  -0.272  3.349
C  -4.483  0.488  2.520
C  -4.901  1.749  2.915
C  -4.493  2.265  4.138
C  -3.626  1.538  4.941
C  -3.206  0.276  4.544
C  0.252  3.019  -0.315
C  -0.102  4.370  -0.339
C  0.531  5.265  -1.182
C  1.569  4.839  -2.002
C  1.939  3.506  -2.005
C  1.269  2.608  -1.191
O  1.587  1.297  -1.228
H  -1.230  1.906  2.561
H  -2.081  3.035  1.532
H  -0.515  3.500  2.198
H  -3.399  -2.285  3.984
H  -4.259  -2.116  2.452
H  -4.831  0.072  1.580
H  -5.576  2.317  2.286
H  -4.854  3.231  4.467
H  -3.305  1.941  5.892
H  -2.553  -0.306  5.185
H  -0.894  4.732  0.302
H  0.221  6.300  -1.192
H  2.090  5.545  -2.634
H  2.740  3.141  -2.636
C  3.354  -0.185  4.611
C  4.480  -0.629  3.926
C  4.475  -0.695  2.547
C  3.326  -0.310  1.846
C  2.204  0.154  2.534
C  2.221  0.213  3.913
N  3.263  -0.432  0.445
N  4.313  -0.632  -0.192
C  4.233  -0.969  -1.528
C  5.436  -1.088  -2.219
C  5.420  -1.549  -3.528
C  4.214  -1.880  -4.129
C  3.009  -1.708  -3.445
C  2.984  -1.259  -2.133
H  3.357  -0.154  5.692
H  5.357  -0.945  4.473
H  5.330  -1.057  1.997
H  1.339  0.497  1.979
H  1.352  0.566  4.452
H  6.358  -0.820  -1.719
H  6.348  -1.659  -4.071
H  4.207  -2.280  -5.134
H  2.074  -1.956  -3.935
N  -2.102  -4.169  -1.617
C  -2.470  -2.718  -1.696
P  -1.399  -1.988  -3.053
O  -0.835  -3.189  -3.741
O  -0.475  -0.918  -2.541
C  -2.551  -1.245  -4.323
N  -1.926  -1.534  -5.653
H  -1.444  -4.335  -2.422
H  -2.901  -4.796  -1.714
H  -1.624  -4.398  -0.743
H  -2.269  -2.228  -0.748
H  -3.526  -2.603  -1.927
H  -2.693  -0.175  -4.195
H  -3.516  -1.747  -4.279
H  -2.577  -1.420  -6.433
H  -1.572  -2.504  -5.629
H  -1.119  -0.932  -5.826